[1]
Here is an isolated ion of composition C4H10NS and charge +1 from the OMol25 dataset. Energies are from wB97M-V/def2-TZVPD.

Each line ends with the Löwdin charge.
Geometry (Å):
H 1.188 0.898 -1.073  0.14
H -1.095 -1.587 0.377  0.21
H 3.222 -0.475 -0.938  0.11
C 2.770 0.135 -0.092  -0.10
H 0.858 -1.027 1.491  0.16
C 0.483 -0.428 0.602  -0.11
H 3.169 -0.432 0.845  0.12
S -3.635 -0.131 -0.004  0.71
C 1.285 0.188 -0.229  -0.12
C -1.816 0.225 -0.312  -0.52
H -1.663 1.357 -0.245  0.13
H 3.304 1.056 -0.127  0.07
H -1.665 0.177 -1.377  0.08
H -4.073 0.806 -0.992  -0.05
N -0.960 -0.556 0.596  -0.02
H -1.372 -0.207 1.477  0.18

Multiplicity: 1
Charge: +1
Lowest unoccupied orbital energy: -3.63 eV
Relative energy (zero: lowest compared OMol25 entry of this formula, charge and spin): 2.386 eV



[2]
Here is a 2-piece molecular cluster, C9H14 overall from the OMol25 dataset. Energies are from wB97M-V/def2-TZVPD.

Each line ends with the Löwdin charge.
Geometry (Å):
H -1.347 2.072 -0.358  0.07
C -1.694 -1.240 0.487  -0.15
C -2.103 0.112 0.310  -0.35
H -3.828 1.392 0.365  0.05
C -3.336 0.651 1.002  -0.15
H 2.932 0.791 1.364  0.05
C -0.065 0.517 -0.962  -0.19
C 3.302 0.094 0.618  -0.17
C 0.164 -0.887 -1.034  -0.22
H 0.910 -1.273 -1.710  0.05
H -3.153 1.087 2.003  0.04
H 3.591 0.726 -1.442  0.05
H 5.097 0.804 -0.585  0.05
H -4.074 -0.151 1.150  0.05
C 4.015 0.939 -0.451  -0.19
C -0.600 -1.730 -0.204  -0.19
H 3.961 -0.549 1.198  0.05
H -0.273 -2.750 -0.026  0.06
H 2.412 -0.358 0.194  0.03
C -1.179 0.996 -0.290  -0.15
H -2.251 -1.935 1.108  0.07
H 3.772 1.999 -0.352  0.05
H 0.673 1.209 -1.377  0.07

Multiplicity: 2
Charge: -1
Lowest unoccupied orbital energy (alpha / beta): 3.80 / 3.72 eV
Relative energy (zero: lowest compared OMol25 entry of this formula, charge and spin): 0.378 eV
<S²>: 0.759



[3]
Here is a 2-piece molecular cluster, C3H12NOS overall from the OMol25 dataset. Energies are from wB97M-V/def2-TZVPD.

Each line ends with the Löwdin charge.
Geometry (Å):
O 0.968 2.934 -1.791  -0.06
H 0.211 0.614 -0.704  0.07
H 1.753 2.817 -2.341  0.05
H -1.489 0.787 -0.431  0.10
S -0.226 1.683 1.412  0.77
H -1.834 -2.192 -0.769  0.10
H -0.434 -1.491 -1.511  0.09
C -0.794 -1.923 -0.587  -0.02
H 1.216 3.517 -1.060  0.04
H 1.450 -1.016 0.674  0.18
H -1.418 -1.068 1.337  0.15
C -0.682 -0.910 0.555  -0.37
H 0.693 -2.225 1.525  0.16
H -0.234 -2.838 -0.379  0.09
N 0.652 -1.235 1.292  0.19
H -0.083 2.721 0.591  -0.14
H 0.809 -0.682 2.136  0.13
C -0.559 0.506 0.051  -0.52

Multiplicity: 1
Charge: +1
Lowest unoccupied orbital energy: -3.45 eV
Relative energy (zero: lowest compared OMol25 entry of this formula, charge and spin): 0.491 eV



[4]
Here is C8H12AuCl2N2O3RhS as an isolated structure from the OMol25 dataset. Energies are from wB97M-V/def2-TZVPD.

Each line ends with the Löwdin charge.
Geometry (Å):
N -0.954 0.794 0.228  0.16
N 0.733 1.110 1.810  0.20
Cl 0.083 -2.078 -3.857  0.32
O 1.260 -4.972 -5.970  0.30
H 1.579 0.649 2.149  0.18
H -1.852 2.466 1.118  0.14
H -2.121 2.291 -0.628  0.17
C 0.762 -0.011 -2.081  -0.31
H -0.269 2.825 2.476  0.15
C -1.362 2.225 0.166  -0.11
C -0.014 1.846 2.896  -0.11
H -1.642 1.718 4.256  0.14
C 1.273 -4.710 -4.845  -0.10
H -0.978 0.137 3.813  0.12
S 0.680 -1.282 0.686  0.92
H -2.018 1.037 2.668  0.09
Rh 0.592 -1.747 -1.507  0.45
O 1.949 -6.688 -1.762  0.29
C 0.105 0.330 0.893  -0.62
C -1.234 1.131 3.427  0.00
C 1.709 -5.743 -2.368  -0.14
H -0.546 4.185 -0.056  0.14
H 0.174 2.973 -1.131  0.09
Au 1.093 -3.990 -3.038  0.67
C -0.205 3.148 -0.122  -0.01
H 0.723 2.007 3.697  0.17
O 0.815 1.079 -2.499  0.21
H 0.618 3.001 0.585  0.08
H -1.413 0.139 -0.398  0.17
Cl 0.460 -3.872 -0.604  0.25

Multiplicity: 7
Charge: +4
Lowest unoccupied orbital energy (alpha / beta): -14.87 / -18.85 eV
Relative energy (zero: lowest compared OMol25 entry of this formula, charge and spin): 0.036 eV
<S²>: 12.069



[5]
Here is a single C6H13N molecule from the OMol25 dataset. Energies are from wB97M-V/def2-TZVPD.

Each line ends with the Löwdin charge.
Geometry (Å):
C -0.006 0.055 1.149  -0.17
C 2.268 -0.151 0.097  -0.15
H -2.749 -0.527 0.453  -0.02
H 1.413 0.618 -1.870  0.12
H 3.029 -0.920 -0.051  0.09
H 1.700 0.955 1.982  0.10
C -1.230 -0.119 -1.141  -0.25
H 2.897 0.714 0.096  0.08
H 1.939 -0.691 2.174  0.10
H -0.583 0.990 1.615  0.14
N -0.105 0.371 -0.381  -0.19
H -3.586 0.260 -1.018  0.09
C 1.489 0.002 1.445  -0.20
C -2.678 0.176 -0.259  -0.08
C 1.157 -0.137 -1.065  -0.16
H -2.660 1.203 0.221  0.07
H -1.471 0.419 -2.161  0.12
H 1.052 -1.167 -1.378  0.09
H -1.263 -1.210 -1.417  0.10
H -0.613 -0.841 1.511  0.11

Multiplicity: 1
Lowest unoccupied orbital energy: 1.09 eV
Relative energy (zero: lowest compared OMol25 entry of this formula, charge and spin): 2.243 eV



[6]
Here is C27H49NOsP2 as an isolated structure from the OMol25 dataset. Energies are from wB97M-V/def2-TZVPD.

Each line ends with the Löwdin charge.
Geometry (Å):
C 0.193 4.648 4.261  -0.05
H -0.034 -1.516 1.504  -0.01
C 0.113 -0.101 -6.010  -0.15
P 2.423 2.362 0.021  1.16
H 1.862 2.976 5.544  0.13
C 0.681 2.975 0.243  -0.23
H 3.648 4.359 0.530  0.06
H 1.656 1.970 -2.263  0.06
H 1.558 -2.191 1.792  0.04
C 2.128 -4.134 -0.146  -0.29
Os 0.800 -0.988 -3.318  1.56
H 2.384 -4.420 -1.179  0.04
H 0.667 3.631 1.137  0.05
C 0.289 0.372 -4.585  -0.33
C 1.195 2.433 4.871  -0.01
C 2.287 1.346 -1.626  -0.38
H -2.792 0.289 -0.127  0.07
N -1.125 0.419 2.043  0.16
C -0.647 2.455 3.327  -0.02
C 1.716 -0.098 -1.566  -0.37
H -3.873 -0.926 0.615  0.10
H 0.080 -3.171 2.242  0.06
C -2.877 -0.974 3.089  -0.02
C -2.066 -0.549 -3.946  -0.15
H 3.308 1.323 -2.058  0.09
H -0.001 2.135 0.433  0.02
H -2.154 -1.293 0.341  0.06
H -0.664 -5.081 -1.034  0.04
H -2.253 -1.866 2.970  0.08
C 0.434 -1.608 -6.174  -0.17
P 0.568 -3.174 -0.169  0.76
C -0.424 -2.461 -3.901  -0.30
H -2.587 -2.678 -3.846  0.13
H 2.196 0.385 6.603  0.09
H -0.418 -2.070 -6.695  0.12
H -2.703 -0.574 4.095  0.10
C 2.367 0.305 5.522  -0.04
H 3.361 0.719 5.318  0.09
H -0.404 -3.394 -3.331  0.10
H 3.914 3.928 -1.161  0.06
H -0.146 4.969 5.255  0.10
H -0.480 5.083 3.514  0.08
H -0.342 -5.164 0.758  0.05
C -0.653 -4.528 -0.083  -0.29
C 0.687 -2.269 -4.841  -0.32
H 1.419 -3.070 -4.882  0.12
H 0.909 -0.264 -0.748  0.04
C -0.744 0.143 -3.571  -0.32
H -0.905 0.111 -6.337  0.12
C 0.233 3.148 4.146  -0.28
H 2.925 -3.478 0.232  0.04
C -0.512 1.048 3.065  -0.29
H 2.380 4.742 -0.679  0.07
C -2.552 0.076 2.025  -0.62
C -1.842 -2.017 -4.325  -0.14
H -4.524 0.991 2.194  0.10
H -1.653 -4.095 0.053  0.04
C -3.465 1.278 2.262  -0.04
H 1.326 -1.697 -6.814  0.13
H 2.370 -0.755 5.255  0.08
C 3.146 4.006 -0.382  -0.23
C 0.439 0.364 3.904  0.02
H -3.930 -1.271 3.015  0.10
H 0.337 3.551 -0.635  0.08
H 0.866 1.299 -4.508  0.12
H -1.428 3.003 2.788  0.11
H 0.494 -0.727 3.827  0.10
C 0.525 -2.465 1.520  -0.30
H 1.958 -5.019 0.493  0.05
C -2.858 -0.500 0.635  -0.05
C 1.310 1.042 4.748  -0.27
H 1.197 5.066 4.114  0.08
H 2.586 -0.822 -1.406  0.06
H -2.543 -0.024 -4.775  0.12
H -0.881 0.896 -2.783  0.12
H 0.812 0.441 -6.664  0.13
H -1.934 -2.139 -5.413  0.11
H -2.758 -0.468 -3.090  0.12
H -3.275 2.049 1.510  0.08
H -3.299 1.704 3.256  0.09

Multiplicity: 5
Charge: +2
Lowest unoccupied orbital energy (alpha / beta): -6.45 / -9.53 eV
Relative energy (zero: lowest compared OMol25 entry of this formula, charge and spin): 3.078 eV
<S²>: 6.020



[7]
Here is a single C5H10F2 molecule from the OMol25 dataset. Energies are from wB97M-V/def2-TZVPD.

Each line ends with the Löwdin charge.
Geometry (Å):
H 0.648 1.093 -1.572  0.16
H -2.146 -0.079 -1.201  0.06
H -1.405 0.730 1.428  0.16
H -0.650 -0.853 -1.927  0.08
F -1.299 -1.401 0.988  -0.09
H -0.588 1.727 -0.242  0.07
H 2.529 -0.059 0.113  0.11
C 1.691 -0.715 0.349  -0.24
H 1.919 -0.828 1.530  0.16
C -1.153 0.107 -1.620  -0.11
H -0.310 -0.536 2.587  0.13
C 0.475 0.180 0.542  -0.35
F 1.408 -1.731 -0.466  0.02
C -0.691 -0.244 1.550  -0.12
C -0.142 0.876 -0.667  -0.22
H -1.193 0.815 -2.516  0.08
H 0.910 0.916 1.122  0.09

Multiplicity: 1
Lowest unoccupied orbital energy: 0.88 eV
Relative energy (zero: lowest compared OMol25 entry of this formula, charge and spin): 2.849 eV



[8]
Here is a 2-piece molecular cluster, C2H7NS overall from the OMol25 dataset. Energies are from wB97M-V/def2-TZVPD.

Each line ends with the Löwdin charge.
Geometry (Å):
H -0.210 0.151 0.764  0.08
H 2.467 2.632 1.618  0.03
H -3.619 -3.330 -2.750  -0.23
N 0.516 0.373 0.105  0.02
C 1.612 1.978 1.519  -0.04
H 0.197 0.355 -0.847  0.08
H 2.256 1.285 -0.409  0.10
S -2.983 -2.590 -1.835  0.46
H -2.960 -3.599 -0.956  -0.23
C 1.542 1.249 0.398  -0.31
H 1.182 1.498 2.393  0.05

Multiplicity: 1
Lowest unoccupied orbital energy: 0.79 eV
Relative energy (zero: lowest compared OMol25 entry of this formula, charge and spin): 1.021 eV